No. 1
Formula: C52H74Cl3F2N6O2PPbS2Si2
Source: OMol25
Level of theory: ωB97M-V/def2-TZVPD

Positions of all 145 atoms, in Å:
Pb  -0.044  0.242  1.086
S  3.330  -0.421  2.159
C  3.883  -0.581  3.703
N  3.208  0.119  4.709
C  3.585  0.089  5.995
C  4.652  -0.672  6.361
C  5.287  -1.403  5.333
N  4.930  -1.368  4.077
H  2.410  0.662  4.403
H  3.010  0.682  6.692
H  4.986  -0.723  7.385
H  6.130  -2.048  5.562
C  -3.761  2.025  3.668
C  -2.394  1.964  2.957
C  -2.583  2.686  1.614
C  -1.387  2.810  3.778
N  -1.925  0.591  2.754
H  -4.123  3.060  3.727
H  -3.691  1.625  4.681
H  -4.482  1.426  3.109
H  -3.080  3.652  1.767
H  -3.205  2.071  0.966
H  -1.618  2.865  1.134
H  -1.648  3.878  3.747
H  -0.387  2.687  3.356
H  -1.377  2.484  4.818
F  -4.369  -0.674  1.460
C  -3.479  -1.548  2.130
F  -4.309  -2.651  2.482
H  -2.791  -1.925  1.352
Cl  4.752  4.820  -4.776
C  3.081  4.377  -4.770
C  2.719  3.046  -4.853
C  1.374  2.716  -4.833
C  0.377  3.678  -4.715
C  -1.076  3.256  -4.680
C  -1.792  3.644  -3.361
N  -1.901  2.546  -2.433
C  -2.963  1.673  -2.309
C  -2.628  0.811  -1.309
N  -1.379  1.128  -0.847
C  -0.967  2.166  -1.531
O  -1.768  3.823  -5.794
C  -2.220  2.886  -6.759
C  -3.242  1.919  -6.230
C  -4.545  2.248  -5.986
Cl  -5.292  3.756  -6.311
S  -5.446  0.945  -5.299
C  -4.055  -0.069  -5.335
C  -2.977  0.577  -5.846
C  0.782  5.015  -4.672
Cl  -0.381  6.298  -4.604
C  2.119  5.371  -4.694
H  3.473  2.275  -4.923
H  1.093  1.674  -4.901
H  -1.111  2.165  -4.749
H  -2.790  3.994  -3.621
H  -1.261  4.456  -2.867
H  -3.853  1.766  -2.909
H  -3.201  0.008  -0.870
H  -0.024  2.664  -1.350
H  -1.371  2.327  -7.171
H  -2.651  3.500  -7.549
H  -4.118  -1.070  -4.939
H  -2.010  0.103  -5.953
H  2.406  6.411  -4.636
C  -0.479  -5.051  -0.119
C  -0.752  -4.160  -1.339
C  -2.171  -3.605  -1.146
C  -0.680  -4.996  -2.616
P  0.461  -2.669  -1.184
N  -0.009  -1.733  -0.071
C  0.519  -1.815  -2.922
C  -0.941  -1.522  -3.279
C  1.170  -2.557  -4.089
C  1.222  -0.461  -2.711
C  2.216  -3.438  -0.940
C  2.586  -4.657  -1.784
C  3.226  -2.323  -1.232
C  2.323  -3.779  0.557
H  -1.307  -5.754  0.020
H  -0.405  -4.440  0.783
H  0.434  -5.636  -0.229
H  -2.851  -4.409  -0.844
H  -2.573  -3.151  -2.051
H  -2.152  -2.853  -0.355
H  -1.289  -5.899  -2.494
H  0.340  -5.310  -2.847
H  -1.072  -4.449  -3.476
H  -1.458  -2.409  -3.652
H  -0.990  -0.757  -4.063
H  -1.466  -1.141  -2.404
H  0.703  -3.526  -4.271
H  2.237  -2.713  -3.925
H  1.061  -1.954  -5.001
H  1.195  -0.157  -1.665
H  0.710  0.325  -3.270
H  2.265  -0.480  -3.032
H  2.509  -4.457  -2.854
H  1.968  -5.525  -1.552
H  3.626  -4.928  -1.569
H  3.324  -2.123  -2.300
H  4.212  -2.613  -0.857
H  2.942  -1.403  -0.723
H  2.043  -4.811  0.770
H  1.672  -3.111  1.123
H  3.343  -3.624  0.915
C  -0.049  -4.790  4.171
C  0.577  -3.694  3.595
C  -0.119  -2.501  3.434
C  -1.443  -2.348  3.853
C  -2.037  -3.463  4.453
C  -1.363  -4.667  4.605
Si  -2.438  -0.708  3.792
C  -1.581  -0.063  5.486
C  -0.198  0.152  5.560
C  0.402  0.733  6.666
C  -0.367  1.124  7.757
C  -1.737  0.912  7.722
C  -2.321  0.324  6.603
H  0.483  -5.730  4.276
H  1.610  -3.764  3.272
H  0.400  -1.670  2.973
H  -3.062  -3.385  4.801
H  -1.862  -5.511  5.071
H  -3.744  -0.950  4.530
H  0.418  -0.131  4.710
H  1.479  0.896  6.688
H  0.099  1.591  8.619
H  -2.352  1.206  8.568
H  -3.398  0.167  6.594
C  3.501  3.689  1.435
Si  2.580  3.048  -0.104
C  2.137  4.616  -1.122
C  3.878  2.163  -1.182
O  1.312  2.181  0.229
H  4.310  4.388  1.199
H  3.934  2.845  1.982
H  2.803  4.195  2.109
H  3.008  5.253  -1.311
H  1.387  5.221  -0.603
H  1.719  4.341  -2.098
H  4.794  2.746  -1.322
H  3.463  1.945  -2.172
H  4.152  1.207  -0.724

The value obtained for the HOMO energy is -0.94 eV. Its energy is -5994.814126 Ha. The value obtained for the LUMO energy is 3.131 eV. The energy above the lowest of the compared OMol25 structures with the same formula, charge and spin comes out at 0.0 kcal/mol. The largest force on an atom is 0.029 Eh/bohr. The value obtained for the frontier orbital gap is 4.07 eV. As for the total charge: -2.

=====

No. 2
Formula: C4H4N2O
Source: OMol25
Level of theory: ωB97M-V/def2-TZVPD

Positions of all 11 atoms, in Å:
O  1.996  -1.303  -0.385
C  1.586  -0.237  -0.206
C  1.206  1.021  0.001
C  -0.171  1.494  0.000
N  -1.198  0.753  -0.176
C  -1.184  -2.278  0.230
N  -0.314  -3.001  0.462
H  2.026  1.713  0.161
H  -0.252  2.577  0.161
H  -2.042  1.324  -0.153
H  -1.937  -1.549  0.010

The value obtained for the HOMO energy is -9.35 eV. Its energy is -339.503084 Ha. The value obtained for the LUMO energy is 0.504 eV. The energy above the lowest of the compared OMol25 structures with the same formula, charge and spin comes out at 49.3 kcal/mol. The largest force on an atom is 0.023 Eh/bohr. The value obtained for the frontier orbital gap is 9.86 eV. As for the SMILES: [H]/N=C/C=C=O.C#N.

=====

No. 3
Formula: C3H13N4O
Source: OMol25
Level of theory: ωB97M-V/def2-TZVPD

Positions of all 21 atoms, in Å:
C  -2.924  1.232  0.866
C  -1.954  0.442  0.130
C  1.345  0.964  -0.426
N  -2.271  -0.769  -0.151
N  1.753  -0.128  0.205
N  1.376  2.100  0.122
N  2.586  -2.656  -0.719
O  -0.876  0.911  -0.245
H  -2.891  2.402  0.677
H  -2.861  0.943  1.902
H  -3.972  0.864  0.744
H  -1.607  -1.357  -0.738
H  -3.136  -1.091  0.263
H  1.728  -1.046  -0.167
H  1.574  -0.270  1.173
H  1.448  2.093  1.195
H  1.118  3.026  -0.231
H  1.978  -3.214  -1.193
H  1.268  0.833  -1.526
H  2.937  -1.961  -1.320
H  3.382  -3.318  -0.561

The value obtained for the HOMO energy is -13.57 eV. Its energy is -416.138619 Ha. The value obtained for the LUMO energy is -2.656 eV. The energy above the lowest of the compared OMol25 structures with the same formula, charge and spin comes out at 23.0 kcal/mol. The largest force on an atom is 0.105 Eh/bohr. The value obtained for the frontier orbital gap is 10.91 eV. As for the total charge: +1.

=====

No. 4
Formula: C3H6ClNO2S
Source: OMol25
Level of theory: ωB97M-V/def2-TZVPD

Positions of all 14 atoms, in Å:
C  -1.737  -0.870  -0.885
C  -0.512  -0.388  -1.015
C  -0.405  0.687  1.201
N  0.144  0.436  -0.106
O  2.330  1.382  0.670
O  2.229  0.218  -1.497
S  1.784  0.365  -0.157
Cl  2.188  -1.394  0.778
H  -2.163  -1.470  -1.667
H  -2.355  -0.681  -0.026
H  0.100  -0.577  -1.883
H  0.324  1.286  1.742
H  -1.333  1.249  1.103
H  -0.593  -0.244  1.743

The value obtained for the HOMO energy is -9.68 eV. Its energy is -1181.489698 Ha. The value obtained for the LUMO energy is 0.382 eV. The energy above the lowest of the compared OMol25 structures with the same formula, charge and spin comes out at 17.9 kcal/mol. The largest force on an atom is 0.018 Eh/bohr. The value obtained for the frontier orbital gap is 10.06 eV. As for the SMILES: C=CN(C)S(=O)(=O)Cl.

=====

No. 5
Formula: C3H12N2S
Source: OMol25
Level of theory: ωB97M-V/def2-TZVPD

Positions of all 18 atoms, in Å:
C  2.795  -0.676  0.345
C  1.936  0.641  0.583
S  0.767  0.555  2.097
H  2.101  -1.371  -0.150
H  3.637  -0.443  -0.206
H  3.012  -1.079  1.273
H  1.266  0.794  -0.268
H  2.553  1.540  0.791
H  1.573  1.299  2.921
N  -2.820  0.851  -1.459
C  -1.940  -0.085  -0.679
N  -2.266  -1.517  -0.809
H  -3.282  1.623  -0.900
H  -2.192  1.459  -2.021
H  -1.873  0.179  0.351
H  -1.063  -0.033  -1.287
H  -2.781  -1.681  0.026
H  -1.424  -2.055  -0.607

The value obtained for the HOMO energy is -9.23 eV. Its energy is -629.138403 Ha. The value obtained for the LUMO energy is 0.683 eV. The energy above the lowest of the compared OMol25 structures with the same formula, charge and spin comes out at 25.8 kcal/mol. The largest force on an atom is 0.083 Eh/bohr. The value obtained for the frontier orbital gap is 9.91 eV. As for the SMILES: CCS.NCN.

=====

The highest LUMO belongs to which entry? C52H74Cl3F2N6O2PPbS2Si2

=====

What is the energy in the second record? -339.503084 Ha

=====

frontier orbital gap of number 1 (C52H74Cl3F2N6O2PPbS2Si2)? 4.07 eV